Entry 1:
DFT (wB97M-V/def2-TZVPD) results for 2 unconnected molecules or ions with the total composition C4H12 at a distorted geometry.

Structure (XYZ):
```
16
Properties=species:S:1:pos:R:3:forces:R:3
C 0.9559 -0.9427 -2.1943 -0.77 0.96 0.68
C 1.9585 -0.8968 -1.0143 0.20 0.50 -1.26
H -0.1252 -1.0250 -1.9872 0.47 -0.48 0.59
H 0.9459 0.0529 -2.6615 0.55 -0.43 -0.40
H 1.2285 -1.7231 -2.8777 0.01 -0.20 -0.56
H 1.9732 0.1250 -0.6237 0.18 -0.21 0.15
H 1.7944 -1.5774 -0.1931 -0.17 -0.35 0.06
H 2.9436 -1.1107 -1.4934 -0.49 0.22 0.77
C -1.4665 1.4697 2.0829 0.49 -1.32 0.71
C -1.5375 0.2872 1.0812 1.64 0.62 2.12
H -2.4848 1.7515 2.3194 0.11 0.66 0.26
H -0.9574 1.1224 2.9866 -0.40 -0.06 0.25
H -0.7902 2.2509 1.7871 -0.38 0.79 -0.65
H -0.5526 0.2866 0.6186 -0.26 -0.25 -0.78
H -2.3562 0.5669 0.4448 -0.24 -1.05 -0.68
H -1.5299 -0.6373 1.7247 -0.94 0.60 -1.24
```
Positions in Å, forces in eV/Å.

Computed properties:
- Highest occupied orbital energy: -11.61 eV
- Lowest unoccupied orbital energy: 1.09 eV
- Energy: -4341.822 eV
- ΔE to the lowest compared entry with this formula, charge and spin: 0.706 eV
- Net charge: 0
- SMILES string: CC.CC
- F_max: 2.75 eV Å⁻¹
- HOMO-LUMO gap: 0.4668 Ha

=====

Entry 2:
DFT (wB97M-V/def2-TZVPD) results for 2 unconnected molecules or ions with the total composition C4H12 at a distorted geometry.

Structure (XYZ):
```
16
Properties=species:S:1:pos:R:3:forces:R:3
C -1.8739 0.6976 -0.7333 0.06 1.01 -0.80
C -2.0923 -0.4019 0.2921 -1.34 0.81 -0.10
H -1.3949 1.5915 -0.3263 -0.22 -0.02 0.22
H -1.2846 0.4892 -1.6287 0.35 -0.68 0.30
H -2.8174 1.0161 -1.1908 -0.06 0.04 0.35
H -3.0911 -0.2325 0.7200 0.12 -0.07 -0.02
H -1.4502 -0.3313 1.1630 0.56 -0.53 -0.28
H -2.1854 -1.3484 -0.2187 0.54 -0.56 0.33
C 1.9087 -0.8697 0.6117 0.59 0.91 0.34
C 2.1285 0.4612 -0.1482 -1.05 0.00 -0.17
H 2.4899 -0.7770 1.5280 0.04 -0.34 0.14
H 0.8910 -1.0498 0.9399 -0.19 -0.12 -0.35
H 2.3245 -1.7050 0.0578 -0.26 -0.19 -0.03
H 2.4711 0.2792 -1.1621 0.67 0.09 0.07
H 2.7526 1.1327 0.4345 0.45 -0.05 -0.36
H 1.2234 1.0481 -0.3391 -0.25 -0.31 0.35
```
Positions in Å, forces in eV/Å.

Computed properties:
- Highest occupied orbital energy: -11.40 eV
- Lowest unoccupied orbital energy: 1.20 eV
- Energy: -4342.059 eV
- ΔE to the lowest compared entry with this formula, charge and spin: 0.469 eV
- Net charge: 0
- SMILES string: CC.CC
- F_max: 1.57 eV Å⁻¹
- HOMO-LUMO gap: 0.4631 Ha

=====

Entry 3:
DFT (wB97M-V/def2-TZVPD) results for 2 unconnected molecules or ions with the total composition C4H12 at a distorted geometry.

Structure (XYZ):
```
16
Properties=species:S:1:pos:R:3:forces:R:3
C -1.9921 1.0443 1.6268 0.34 -0.38 -0.08
C -0.6651 0.3187 1.4390 0.84 -0.56 -0.13
H -2.3423 1.4327 0.6704 0.08 0.30 0.12
H -2.7621 0.3616 1.9648 -0.17 -0.12 0.19
H -1.8821 1.8414 2.3591 -0.20 0.10 -0.07
H -0.4106 -0.4718 2.1530 -0.54 0.18 0.34
H 0.2077 0.9717 1.4915 -0.18 0.33 -0.12
H -0.5811 -0.2035 0.4853 -0.30 0.17 -0.16
C 0.7610 -0.8860 -2.0331 1.02 -0.19 0.12
C 1.8811 -0.4754 -1.0374 -0.99 0.24 -0.54
H 1.2500 -1.0170 -2.9968 -0.29 -0.15 -0.23
H 0.2591 -1.8188 -1.7884 -0.09 0.02 0.16
H 0.0293 -0.0885 -2.1322 -0.08 0.02 0.01
H 1.4104 0.0635 -0.2264 0.26 0.21 0.27
H 2.5267 0.1991 -1.5988 0.27 0.05 0.39
H 2.4573 -1.2849 -0.6003 0.03 -0.21 -0.26
```
Positions in Å, forces in eV/Å.

Computed properties:
- Highest occupied orbital energy: -11.63 eV
- Lowest unoccupied orbital energy: 1.15 eV
- Energy: -4342.288 eV
- ΔE to the lowest compared entry with this formula, charge and spin: 0.240 eV
- Net charge: 0
- SMILES string: CC.CC
- F_max: 1.15 eV Å⁻¹
- HOMO-LUMO gap: 0.4694 Ha

=====

Entry 4:
DFT (wB97M-V/def2-TZVPD) results for 2 unconnected molecules or ions with the total composition C4H12 at a distorted geometry.

Structure (XYZ):
```
16
Properties=species:S:1:pos:R:3:forces:R:3
C -0.2628 0.7921 2.2753 1.08 -1.01 -0.04
C -0.4986 -0.7713 2.2221 -0.26 2.45 0.46
H 0.3870 1.0155 3.1253 -0.40 0.13 0.22
H 0.3521 1.1119 1.4394 -0.30 0.23 -0.37
H -1.1846 1.3551 2.3498 -0.02 0.15 -0.15
H -1.5191 -0.8382 2.5862 -0.02 -0.94 0.01
H 0.2154 -1.1829 2.9206 -0.06 -0.70 -0.09
H -0.3988 -1.1412 1.2117 -0.03 -0.31 -0.01
C 0.0922 0.1569 -1.6006 -0.33 -0.26 0.08
C 0.6582 -0.1842 -2.9834 -0.05 -0.63 1.05
H -0.9929 0.2705 -1.6281 -0.01 0.22 -0.13
H 0.2525 -0.6709 -0.9138 0.18 -0.09 0.08
H 0.5046 1.0484 -1.1346 0.17 0.09 -0.14
H 1.6348 -0.6563 -2.8670 0.26 0.44 -0.13
H 0.7068 0.6912 -3.6168 -0.01 -0.09 -0.36
H 0.0532 -0.9966 -3.3862 -0.19 0.33 -0.47
```
Positions in Å, forces in eV/Å.

Computed properties:
- Highest occupied orbital energy: -11.76 eV
- Lowest unoccupied orbital energy: 1.19 eV
- Energy: -4342.150 eV
- ΔE to the lowest compared entry with this formula, charge and spin: 0.378 eV
- Net charge: 0
- SMILES string: CC.CC
- F_max: 2.51 eV Å⁻¹
- HOMO-LUMO gap: 0.4757 Ha

=====

Entry 5:
DFT (wB97M-V/def2-TZVPD) results for 2 unconnected molecules or ions with the total composition C4H12.

Structure (XYZ):
```
16
Properties=species:S:1:pos:R:3:forces:R:3
C 1.3374 -1.0053 1.2803 -0.72 -0.12 0.07
C 1.9408 -1.4444 -0.0525 -0.24 0.62 0.13
H 1.8626 -0.2353 1.8436 0.30 0.03 -0.28
H 0.3264 -0.6325 1.0917 0.05 0.13 0.14
H 1.2104 -1.8472 1.9640 0.07 -0.08 -0.09
H 2.1950 -0.5887 -0.6817 0.34 0.07 0.21
H 2.8134 -2.0708 0.1077 0.03 -0.10 -0.30
H 1.1691 -1.9368 -0.6415 0.15 -0.55 0.11
C -2.1917 0.7784 -0.5357 -0.38 -0.44 0.60
C -1.0036 1.6942 -0.7316 -0.05 -0.31 0.01
H -3.1602 1.2789 -0.5398 0.09 0.30 -0.33
H -2.2381 -0.0145 -1.2784 0.06 -0.18 0.07
H -2.1484 0.3475 0.4709 0.06 -0.28 -0.20
H -0.0829 1.1991 -0.4166 -0.03 0.03 0.08
H -1.1634 2.5603 -0.0904 0.36 0.32 -0.39
H -0.8669 1.9172 -1.7900 -0.09 0.55 0.14
```
Positions in Å, forces in eV/Å.

Computed properties:
- Highest occupied orbital energy: -11.66 eV
- Lowest unoccupied orbital energy: 1.13 eV
- Energy: -4342.364 eV
- ΔE to the lowest compared entry with this formula, charge and spin: 0.164 eV
- Net charge: 0
- SMILES string: CC.CC
- F_max: 0.84 eV Å⁻¹
- HOMO-LUMO gap: 0.4700 Ha

=====

Entry 6:
DFT (wB97M-V/def2-TZVPD) results for 2 unconnected molecules or ions with the total composition C4H12 at a distorted geometry.

Structure (XYZ):
```
16
Properties=species:S:1:pos:R:3:forces:R:3
C 1.3103 -0.1324 -1.4459 -4.31 0.66 2.68
C 0.0742 -1.1435 -1.6218 1.87 1.47 -4.81
H 1.5245 -0.0728 -0.3344 0.11 -0.02 -1.30
H 2.0965 -0.5407 -1.9537 2.26 -0.20 -1.47
H 0.8947 0.8729 -1.7288 1.21 -0.86 -0.07
H -0.7005 -0.6457 -2.4205 1.50 -1.73 2.50
H 0.4947 -2.1069 -2.0142 -0.44 0.89 -0.55
H -0.1888 -1.5003 -0.7138 -2.15 -0.33 2.72
C -0.7620 -0.0761 1.6765 0.52 -2.81 1.28
C -0.6247 1.3716 1.4138 -3.40 1.93 -1.41
H -0.2237 -0.6319 0.8743 -0.67 0.40 0.59
H -0.1645 -0.4938 2.6366 -1.80 1.28 -1.76
H -1.8328 -0.3977 1.6720 0.99 -0.09 0.22
H -1.4529 2.1258 1.7140 1.16 -1.62 0.59
H 0.2721 1.6690 1.7936 2.48 1.45 0.76
H -0.7066 1.6040 0.3396 0.67 -0.44 0.04
```
Positions in Å, forces in eV/Å.

Computed properties:
- Highest occupied orbital energy: -10.97 eV
- Lowest unoccupied orbital energy: 1.15 eV
- Energy: -4340.752 eV
- ΔE to the lowest compared entry with this formula, charge and spin: 1.777 eV
- Net charge: 0
- SMILES string: CC.CC
- F_max: 5.37 eV Å⁻¹
- HOMO-LUMO gap: 0.4457 Ha

=====

Entry 7:
DFT (wB97M-V/def2-TZVPD) results for a molecular structure, C4H12AsBNO4STl.

Structure (XYZ):
```
25
Properties=species:S:1:pos:R:3:forces:R:3
Tl -1.3418 -1.6131 -0.8630 0.02 -0.04 0.09
C 0.3519 1.7161 3.1877 -0.02 0.01 0.01
As 0.0208 0.0773 2.1292 0.01 -0.04 -0.01
C 1.8720 -0.1708 1.5435 0.00 0.01 0.00
C 0.0409 -1.1643 3.6354 0.00 0.01 0.01
H 1.1829 1.5672 3.8807 0.00 0.00 0.00
H -0.5438 1.9711 3.7562 0.00 0.00 0.00
H 0.5847 2.5488 2.5229 0.00 0.00 0.00
H 2.5524 -0.0811 2.3932 0.00 0.00 0.00
H 2.1269 0.5788 0.7934 0.00 0.00 0.00
H 1.9427 -1.1653 1.1072 -0.01 0.00 0.00
H 0.9705 -1.0512 4.1981 0.00 -0.01 0.00
H -0.0626 -2.1824 3.2566 0.00 0.00 0.00
H -0.8047 -0.9448 4.2898 0.00 0.01 0.00
O -0.7867 -4.0750 2.3219 0.00 0.01 -0.01
S -0.5772 -3.9340 0.8832 -0.04 0.00 0.03
O 0.2158 -2.6520 0.6157 0.03 0.00 -0.03
O -1.9023 -3.6708 0.1838 0.01 -0.02 0.00
O 0.0992 -5.0706 0.2777 -0.01 0.01 0.01
B -1.0450 3.5822 -7.0654 0.00 0.00 0.00
C -0.8783 2.4863 -5.9160 0.00 0.00 0.00
N -0.7588 1.6910 -5.0838 0.00 0.07 -0.08
H -0.8664 3.0452 -8.1493 0.00 0.00 0.00
H -2.1749 4.0452 -7.0061 0.00 0.00 0.00
H -0.2181 4.4659 -6.8925 0.00 0.00 0.00
```
Positions in Å, forces in eV/Å.

Computed properties:
- Highest occupied orbital energy: -3.36 eV
- Lowest unoccupied orbital energy: 4.71 eV
- Energy: -91068.698 eV
- ΔE to the lowest compared entry with this formula, charge and spin: 0.000 eV
- Net charge: -2
- F_max: 0.11 eV Å⁻¹
- HOMO-LUMO gap: 0.2968 Ha